(1)
19
Properties=species:S:1:pos:R:3 method="wB97M-V/def2-TZVPD" orbital_gap_ev="2.730 / 12.238" homo_ev="1.50 / -8.03" e_above_lowest_kcal_mol=2.1 spin_multiplicity=2 total_charge=-1
C 0.07254 -1.10235 2.50767
C -0.19301 0.35922 2.88265
C 1.02183 -1.24593 1.31754
H -0.87158 -1.59256 2.27126
H 0.52210 -1.58175 3.37645
H -0.51320 0.52009 3.92034
H 0.72789 0.95012 2.77932
H 1.58126 -2.18704 1.35807
H 1.86228 -0.54712 1.40493
H -0.92739 0.84017 2.23887
H 0.53127 -1.09069 0.36312
C -0.02024 1.42781 -3.20129
C -0.94587 0.24843 -2.90274
H -0.08897 1.71981 -4.25374
H -0.17495 2.28053 -2.53729
H 1.01860 1.12079 -3.02160
H -0.79659 -0.55172 -3.63260
H -1.99154 0.54141 -2.99306
H -0.81444 -0.10922 -1.87789

(2)
20
Properties=species:S:1:pos:R:3 method="wB97M-V/def2-TZVPD" orbital_gap_ev="5.457 / 8.256" homo_ev="-10.10 / -11.71" e_above_lowest_kcal_mol=92.7 total_charge=+1
C -1.06259 0.85381 0.78357
C 0.37507 0.94988 0.24402
C 0.50766 -1.56050 -0.34767
C -1.99045 0.07997 -0.07283
C 2.60086 -0.31998 0.04629
N -2.61244 0.30338 -1.22951
N 1.11503 -0.45052 0.30866
F -2.50117 -0.91326 0.64573
H -0.95953 0.29333 1.64870
H -1.41244 1.79752 1.04992
H 0.48053 1.33393 -0.73581
H 1.06092 1.44105 0.84668
H -0.45611 -1.81102 -0.00531
H 0.61931 -1.45232 -1.37818
H 3.10780 -0.74868 0.89000
H 3.01261 -0.71120 -0.87530
H 3.03719 0.68530 0.12414
H -3.46596 -0.27541 -1.52443
H -2.43261 1.15204 -1.81042
H 0.97634 -0.64732 1.39173

(3)
7
Properties=species:S:1:pos:R:3 method="wB97M-V/def2-TZVPD" orbital_gap_ev=9.292 homo_ev=-10.72 e_above_lowest_kcal_mol=12.8 total_charge=0
O 0.14406 0.08666 -1.57911
O -0.29357 1.31130 0.72487
O 0.21268 -1.36638 0.63565
P 0.56964 0.02048 -0.17214
Cl -1.85104 1.49225 0.14588
Cl -1.34652 -1.98287 0.15278
Cl 2.38081 0.35763 0.40623

(4)
15
Properties=species:S:1:pos:R:3 method="wB97M-V/def2-TZVPD" orbital_gap_ev=9.794 homo_ev=-14.87 e_above_lowest_kcal_mol=41.9 total_charge=+1
C -1.15996 -1.66158 -2.02098
C 0.33894 0.62540 1.09035
C 0.46412 0.58924 -0.17501
C 1.41730 0.47498 2.13369
C -0.77251 0.62745 -0.91818
O -1.49608 -1.00449 -1.07101
H -1.48745 -2.75318 -2.02486
H -0.43889 -1.42040 -2.90558
H -0.60724 0.54042 1.42986
H 1.38231 0.51830 -0.67000
H 2.32816 0.01860 1.75591
H 1.43831 1.46365 2.63413
H 1.06058 -0.15629 2.99494
H -0.90165 1.05992 -1.92838
H -1.56593 1.07798 -0.32487

(5)
47
Properties=species:S:1:pos:R:3 method="wB97M-V/def2-TZVPD" orbital_gap_ev=7.571 homo_ev=-7.96 e_above_lowest_kcal_mol=462.9 total_charge=0
O 1.41681 1.24822 -1.93092
C 1.91012 0.28004 -1.59477
N 1.77418 -0.99021 -2.14473
C 2.09535 -2.16206 -1.48182
H 2.43829 -2.58416 -2.32170
C 0.83638 -2.83539 -0.72044
N -0.46121 -2.40279 -1.20256
S -0.99524 -1.14888 -0.43929
O -0.01260 -0.20890 0.06800
O -1.79636 -1.97050 0.59912
C -2.07698 -0.50716 -1.40668
C -3.30281 -0.95505 -1.67570
C -4.50831 -0.17476 -2.51482
C -4.05819 0.81745 -2.99231
C -2.84622 1.61488 -2.76363
C -1.99287 0.80828 -1.78188
H -1.16657 1.34564 -1.63987
H -2.72431 2.47601 -3.00663
H -4.77128 1.36206 -3.73032
H -5.34412 -0.91652 -2.59955
H -3.60899 -1.89682 -1.26670
C -0.14725 -2.22515 -2.63715
H -1.12477 -1.89871 -3.15959
C 0.83771 -1.14597 -2.95417
H 1.62513 -1.18582 -4.17189
H 0.35089 -0.07403 -3.30598
H -0.09701 -2.93677 -3.26508
H 0.96394 -2.75040 0.17927
H 0.92735 -3.98272 -0.82168
H 2.82533 -2.12942 -0.63768
C 3.10632 0.44575 -0.38754
N 2.38253 0.54971 0.91557
C 1.50805 1.37553 1.25755
C 0.69008 1.49324 2.46291
C 0.84378 0.31943 3.32713
C 1.84613 -0.89744 2.89777
C 2.54961 -0.60938 1.61888
O 3.16067 -1.81299 1.51709
H 1.85725 -1.64976 3.57852
H 0.40859 0.13239 4.30732
C -0.33063 2.39736 2.82850
F -0.20112 3.29977 2.09027
F 0.17811 3.15430 4.04204
F -1.52732 2.14948 3.05797
H 1.54266 2.29193 0.59984
H 3.34650 1.44847 -0.57415
H 3.63171 -0.29457 -0.35752

(6)
116
Properties=species:S:1:pos:R:3 method="wB97M-V/def2-TZVPD" orbital_gap_ev=6.912 homo_ev=-11.01 total_charge=+1
O 7.86900 -6.68279 -1.46778
C 8.54852 -6.12463 -2.27112
Br 9.59148 -7.07420 -3.56178
C 8.56352 -4.59485 -2.31747
N 7.18938 -4.18251 -2.66453
C 6.79433 -4.35717 -3.93436
C 5.53207 -4.04208 -4.32456
C 4.66418 -3.51558 -3.39064
C 3.28424 -3.14500 -3.82090
O 3.03303 -1.97876 -3.98956
O 2.38386 -4.09127 -4.03036
C 5.09404 -3.33191 -2.10207
C 6.35420 -3.67388 -1.75275
H 8.86824 -4.18224 -1.36781
H 9.20018 -4.22317 -3.10696
H 7.49359 -4.75295 -4.64591
H 5.24276 -4.21885 -5.34332
H 2.70724 -4.96925 -3.75079
H 4.41683 -2.94335 -1.36147
H 6.72797 -3.55243 -0.75386
O -0.77164 -6.10107 -0.01946
C -0.86271 -5.34150 -0.93833
O 0.03980 -4.36540 -1.12913
C -0.31785 -3.57314 -2.27085
C -1.22805 -4.45986 -3.10175
C -1.92282 -5.29676 -2.02512
H -0.82275 -2.66433 -1.93503
H 0.58675 -3.29483 -2.79875
H -1.90141 -3.89712 -3.74391
H -0.62850 -5.11653 -3.73538
H -2.82075 -4.82331 -1.62666
H -2.15478 -6.29830 -2.37625
O 2.09444 -6.34446 -3.01917
C 1.91682 -7.52798 -2.85293
O 2.28978 -8.42049 -3.78233
C 1.87302 -9.74938 -3.40214
C 1.69614 -9.68742 -1.89358
C 1.24960 -8.24034 -1.68135
H 0.94276 -9.97893 -3.92325
H 2.63243 -10.46203 -3.71106
H 0.99558 -10.42746 -1.51530
H 2.65554 -9.85124 -1.40030
H 0.16901 -8.12593 -1.77272
H 1.58451 -7.83731 -0.73034
O -1.70616 0.30595 -1.21068
C -1.19390 -0.05278 -0.18950
O -1.88840 -0.33937 0.93631
C -0.97623 -0.63218 2.01431
C 0.32302 -1.04660 1.33786
C 0.29334 -0.20824 0.06040
H -0.85719 0.26806 2.62124
H -1.40077 -1.41958 2.63219
H 1.20181 -0.88133 1.95727
H 0.28616 -2.10793 1.08323
H 0.73520 0.77853 0.21353
H 0.77599 -0.71582 -0.77077
O 1.02344 2.76267 1.78844
C 0.01226 3.37519 1.99641
O -0.14107 4.18936 3.06214
C -1.49089 4.69592 3.10389
C -2.01013 4.57807 1.68039
C -1.26451 3.34020 1.18225
H -2.06086 4.08472 3.80812
H -1.47726 5.72303 3.46062
H -3.09046 4.49778 1.62105
H -1.70862 5.44482 1.10464
H -1.79719 2.41432 1.41347
H -1.04550 3.38986 0.11930
O 4.02922 -3.02536 -0.19985
C 4.41375 -4.14073 0.01831
O 5.60633 -4.39255 0.59986
C 5.85454 -5.81370 0.62680
C 4.48031 -6.45786 0.51093
C 3.72348 -5.43747 -0.34069
H 6.50314 -6.06517 -0.21599
H 6.36652 -6.06825 1.55052
H 4.51359 -7.45969 0.08619
H 4.01657 -6.52649 1.49529
H 3.85375 -5.61211 -1.41001
H 2.66427 -5.39457 -0.09858
O -3.44478 6.93057 1.01237
C -4.64367 7.00260 1.00280
O -5.40131 6.96584 2.11754
C -6.80759 6.95633 1.75879
C -6.85864 7.55162 0.35839
C -5.52234 7.10002 -0.22656
H -7.16159 5.92796 1.79432
H -7.36956 7.54619 2.47909
H -7.72584 7.22727 -0.21186
H -6.88293 8.64086 0.41674
H -5.58778 6.11209 -0.68534
H -5.11595 7.81719 -0.93383
O -3.83645 12.10771 -1.33153
C -3.28121 11.73044 -0.34372
O -3.94556 11.43220 0.80288
C -3.01030 11.10822 1.84613
C -1.74104 10.68459 1.12662
C -1.78737 11.54026 -0.13779
H -2.86127 11.99349 2.46813
H -3.41770 10.30927 2.46159
H -0.84307 10.82305 1.72561
H -1.80699 9.62931 0.85666
H -1.32682 12.51799 0.00887
H -1.34316 11.04408 -0.99516
O -7.20555 4.13679 3.05867
C -6.41279 4.07588 3.95491
O -5.78294 2.92865 4.29555
C -4.98062 3.13398 5.47265
C -4.72248 4.63427 5.52394
C -5.99393 5.19302 4.89299
H -5.54297 2.77956 6.33860
H -4.06702 2.55026 5.38561
H -4.52337 5.00088 6.52871
H -3.86566 4.88640 4.89937
H -6.78548 5.34186 5.62936
H -5.81532 6.11047 4.34315

| no. | total energy (eV) |
| --- | --- |
| 1 | -5410.4161 |
| 2 | -11066.1474 |
| 3 | -52997.2881 |
| 4 | -7368.0246 |
| 5 | -50586.8428 |
| 6 | -152800.8660 |